(1)
Computed, not measured: a 14-piece molecular cluster, C84H70F14 overall, with ωB97M-V/def2-TZVPD.

```
168
Properties=species:S:1:pos:R:3:mulliken_charge:R:1
F -0.33 -7.04 -1.78 -0.348
C -0.32 -6.75 -3.11 0.418
C -1.02 -7.54 -3.98 -0.528
C -0.97 -7.28 -5.35 -0.454
C -0.20 -6.21 -5.82 -0.561
C 0.54 -5.45 -4.92 -0.616
C 0.45 -5.69 -3.57 0.155
H -1.53 -8.43 -3.66 0.466
H -1.52 -7.93 -6.03 0.378
H -0.22 -5.90 -6.87 0.386
H 1.14 -4.62 -5.27 0.444
H 1.06 -5.08 -2.93 0.288
F 8.55 -0.26 0.06 -0.377
C 7.28 0.17 -0.01 0.412
C 6.87 0.90 -1.09 -0.581
C 5.60 1.43 -1.19 -0.780
C 4.69 1.18 -0.18 -0.192
C 5.08 0.33 0.89 -0.218
C 6.38 -0.14 1.01 -0.824
H 7.56 1.11 -1.91 0.443
H 5.36 2.08 -2.02 0.625
H 3.73 1.66 -0.19 0.546
H 4.40 0.03 1.67 0.444
H 6.57 -0.74 1.87 0.555
F 1.45 -1.79 -6.65 -0.371
C 1.86 -0.69 -6.03 0.416
C 1.16 0.50 -6.20 -0.485
C 1.66 1.62 -5.52 -0.727
C 2.77 1.53 -4.65 -0.570
C 3.45 0.32 -4.46 -0.445
C 2.95 -0.77 -5.17 -0.366
H 0.32 0.64 -6.87 0.581
H 1.16 2.56 -5.69 0.604
H 3.12 2.39 -4.10 0.468
H 4.29 0.22 -3.78 0.478
H 3.49 -1.70 -5.05 0.434
F -4.48 -4.33 -3.95 -0.372
C -3.60 -3.41 -4.31 0.530
C -2.63 -3.75 -5.24 -0.745
C -1.63 -2.85 -5.57 -0.262
C -1.64 -1.58 -5.02 -0.266
C -2.66 -1.22 -4.13 -0.042
C -3.68 -2.12 -3.80 -0.835
H -2.60 -4.76 -5.62 0.412
H -0.87 -3.16 -6.26 0.554
H -0.94 -0.83 -5.36 0.230
H -2.77 -0.20 -3.78 0.195
H -4.37 -1.82 -3.03 0.563
F 3.51 2.03 4.53 -0.337
C 2.46 2.71 5.00 0.294
C 2.22 3.95 4.45 -0.076
C 1.09 4.66 4.88 -0.527
C 0.21 4.10 5.78 -0.638
C 0.51 2.89 6.37 -0.406
C 1.67 2.21 6.01 -0.520
H 2.92 4.37 3.73 0.348
H 0.87 5.60 4.42 0.410
H -0.68 4.67 6.03 0.402
H -0.13 2.54 7.17 0.532
H 1.89 1.24 6.43 0.588
F 1.98 3.32 0.69 -0.173
C 0.71 3.80 0.75 -0.269
C -0.04 3.59 1.86 0.492
C -1.33 4.13 1.91 -0.731
C -1.89 4.84 0.86 -0.815
C -1.07 5.05 -0.27 -0.471
C 0.23 4.52 -0.33 -0.830
H 0.25 2.90 2.64 0.658
H -1.92 3.93 2.79 0.522
H -2.87 5.29 0.93 0.494
H -1.41 5.69 -1.07 0.461
H 0.79 4.61 -1.26 0.554
F -6.46 3.47 5.89 -0.340
C -5.28 3.00 5.39 0.283
C -5.14 2.84 4.01 -0.593
C -3.90 2.38 3.57 -0.593
C -2.90 2.01 4.45 -0.527
C -3.09 2.08 5.81 -0.517
C -4.30 2.58 6.28 -0.569
H -5.90 3.21 3.33 0.464
H -3.78 2.23 2.52 0.867
H -1.97 1.58 4.09 0.705
H -2.38 1.77 6.56 0.433
H -4.60 2.66 7.32 0.419
F -7.92 2.63 0.47 -0.381
C -6.72 2.17 0.24 0.291
C -5.74 3.02 -0.30 -0.901
C -4.40 2.54 -0.44 -0.156
C -4.11 1.25 -0.03 -0.965
C -5.13 0.41 0.40 -0.430
C -6.43 0.86 0.57 -0.351
H -5.93 4.05 -0.56 0.467
H -3.67 3.21 -0.86 0.778
H -3.09 0.91 -0.10 0.551
H -4.91 -0.60 0.67 0.568
H -7.23 0.21 0.88 0.460
F -1.63 -1.30 4.54 -0.320
C -0.33 -1.66 4.48 0.338
C 0.60 -0.65 4.33 0.126
C 1.92 -1.05 4.31 0.046
C 2.31 -2.38 4.43 -0.904
C 1.36 -3.38 4.58 -0.641
C 0.02 -3.01 4.54 -0.644
H 0.27 0.37 4.33 0.255
H 2.69 -0.30 4.17 0.315
H 3.35 -2.64 4.34 0.496
H 1.61 -4.43 4.64 0.402
H -0.77 -3.73 4.71 0.545
F -0.72 4.14 -6.27 -0.339
C -1.81 3.66 -5.67 0.430
C -1.68 3.01 -4.44 -0.577
C -2.81 2.49 -3.84 -0.269
C -4.07 2.59 -4.46 -0.725
C -4.18 3.30 -5.63 -0.439
C -3.04 3.81 -6.28 -0.567
H -0.70 2.85 -4.00 0.548
H -2.69 1.99 -2.88 0.680
H -4.96 2.22 -3.95 0.479
H -5.14 3.41 -6.14 0.347
H -3.15 4.21 -7.26 0.439
F -0.63 0.41 1.70 -0.147
C -0.11 -0.24 0.60 0.355
C 1.14 0.10 0.16 -0.062
C 1.65 -0.62 -0.91 -0.308
C 0.89 -1.62 -1.56 -1.164
C -0.43 -1.82 -1.12 -0.908
C -0.93 -1.13 -0.04 -1.495
H 1.76 0.82 0.64 0.513
H 2.63 -0.43 -1.29 0.469
H 1.25 -2.12 -2.46 0.697
H -0.92 -2.60 -1.67 0.867
H -1.96 -1.29 0.26 1.158
F 4.11 -2.57 1.98 -0.260
C 3.62 -3.51 1.16 -0.053
C 2.23 -3.66 0.97 0.190
C 1.70 -4.74 0.23 -0.635
C 2.56 -5.61 -0.39 -0.497
C 3.95 -5.36 -0.31 -0.606
C 4.50 -4.36 0.52 -0.773
H 1.58 -2.93 1.47 0.540
H 0.63 -4.85 0.11 0.729
H 2.23 -6.45 -0.99 0.508
H 4.61 -6.06 -0.82 0.380
H 5.56 -4.18 0.60 0.494
F -4.07 -6.48 -0.68 -0.346
C -4.07 -5.49 0.20 0.498
C -5.25 -4.98 0.66 -0.642
C -5.17 -3.95 1.61 -0.423
C -3.95 -3.41 2.07 -0.876
C -2.77 -3.99 1.59 -0.304
C -2.85 -5.03 0.66 -0.602
H -6.19 -5.41 0.35 0.464
H -6.12 -3.56 1.98 0.394
H -3.97 -2.62 2.82 0.609
H -1.83 -3.58 1.92 0.625
H -1.94 -5.41 0.22 0.611
F 5.13 4.30 0.42 -0.319
C 5.48 4.53 1.70 0.294
C 6.07 3.52 2.41 0.147
C 6.48 3.80 3.68 -0.540
C 6.25 5.05 4.22 -0.447
C 5.59 6.06 3.54 -0.586
C 5.22 5.80 2.22 -0.533
H 6.19 2.54 1.96 0.381
H 6.94 3.01 4.27 0.353
H 6.56 5.26 5.25 0.333
H 5.40 7.02 3.99 0.459
H 4.78 6.58 1.64 0.460
```

Output
* charge: 0
* energy relative to the best compared isomer or geometry (same formula, charge and spin): 8.9 kcal per mole

(2)
Computed, not measured: CHLiO2Yb as an isolated structure, with ωB97M-V/def2-TZVPD.

```
6
Properties=species:S:1:pos:R:3:nbo_charge:R:1
O 0.06 -0.49 -0.48 -1.052
H -0.23 -1.04 -1.23 0.523
Yb -1.07 -0.92 1.55 1.941
O 0.52 1.90 -1.09 -0.451
C 0.86 0.77 -1.25 0.114
Li 2.72 -0.29 -1.15 0.924
```

Output
* multiplicity: 3
* <S²>: 2.01
* charge: +2
* energy relative to the best compared isomer or geometry (same formula, charge and spin): 13.4 kcal per mole

(3)
Computed, not measured: C42H58MgN8O5 as an isolated structure, with ωB97M-V/def2-TZVPD.

```
114
Properties=species:S:1:pos:R:3:mulliken_charge:R:1
Mg -0.78 0.43 -0.09 2.458
C -1.83 -1.20 -1.12 -1.450
C -1.16 -2.16 -0.24 0.802
C -0.12 -2.75 -1.00 0.289
C -0.20 -2.23 -2.32 -1.221
C -1.25 -1.34 -2.43 0.797
C -1.86 -0.87 -3.74 2.300
C -2.38 0.55 -3.67 -1.085
C -0.86 -1.00 -4.89 -2.016
C -3.05 -1.80 -4.06 -1.980
C 0.99 -3.74 -0.61 2.554
C 1.75 -3.28 0.66 -1.403
C 2.02 -3.85 -1.74 -2.178
C 0.45 -5.17 -0.40 -1.954
C -1.95 -2.73 0.95 2.195
C -3.01 -1.74 1.48 -1.915
C -1.12 -3.16 2.17 -1.684
C -2.73 -3.96 0.43 -1.642
H -2.88 -0.97 -1.02 0.519
H 0.45 -2.51 -3.13 0.439
H -1.60 1.26 -3.39 -0.106
H -3.18 0.62 -2.93 -0.487
H -2.80 0.86 -4.64 0.731
H 0.06 -0.43 -4.69 0.230
H -1.29 -0.62 -5.82 0.496
H -0.58 -2.04 -5.06 0.367
H -3.82 -1.72 -3.29 0.266
H -2.72 -2.84 -4.09 0.396
H -3.50 -1.55 -5.02 0.454
H 1.15 -2.60 1.26 0.125
H 2.68 -2.76 0.38 0.294
H 2.03 -4.13 1.29 0.301
H 2.46 -2.88 -1.98 0.288
H 1.58 -4.27 -2.65 0.407
H 2.83 -4.51 -1.42 0.468
H -0.17 -5.27 0.49 0.387
H 1.29 -5.87 -0.30 0.535
H -0.14 -5.48 -1.27 0.317
H -2.58 -0.78 1.76 0.157
H -3.48 -2.17 2.37 0.483
H -3.80 -1.57 0.75 0.265
H -0.62 -2.30 2.61 0.028
H -0.35 -3.89 1.91 0.127
H -1.77 -3.61 2.92 0.629
H -3.38 -3.66 -0.40 0.262
H -3.35 -4.39 1.22 0.447
H -2.06 -4.73 0.05 0.239
O -7.53 0.92 -3.01 -0.519
C -7.35 2.31 -2.81 -0.558
N -5.95 2.45 -2.50 -0.081
C -5.42 3.65 -2.16 -0.057
O -6.10 4.66 -2.10 -0.655
C -3.95 3.66 -1.88 0.410
C -3.21 4.79 -2.19 -0.636
C -1.85 4.78 -1.96 -1.038
C -1.27 3.63 -1.44 -0.431
N -1.97 2.55 -1.13 0.229
C -3.29 2.58 -1.33 -1.041
H -8.46 0.75 -3.18 0.307
H -7.94 2.69 -1.97 0.334
H -7.60 2.88 -3.70 0.308
H -5.36 1.64 -2.68 0.279
H -3.72 5.66 -2.60 0.496
H -1.24 5.65 -2.18 0.484
H -0.20 3.57 -1.26 0.751
H -3.84 1.70 -1.00 1.050
C 1.33 2.07 -3.27 -0.070
C 2.68 2.14 -4.02 -0.938
N 3.77 1.64 -3.18 -0.207
C 3.83 2.44 -1.96 -0.959
C 2.47 2.39 -1.20 -0.463
N 1.53 1.52 -1.92 0.959
C 2.12 0.18 -2.05 1.115
C 3.48 0.25 -2.80 -1.113
H 0.62 1.42 -3.79 -0.380
H 0.87 3.06 -3.18 0.564
H 2.93 3.17 -4.30 0.333
H 2.66 1.55 -4.94 0.336
H 4.09 3.47 -2.24 0.305
H 4.64 2.06 -1.34 0.338
H 2.03 3.39 -1.13 0.584
H 2.58 2.02 -0.18 0.065
H 1.41 -0.44 -2.58 -0.418
H 2.24 -0.25 -1.05 -0.722
H 3.46 -0.35 -3.71 0.433
H 4.30 -0.11 -2.18 0.298
O -0.89 3.18 2.11 -0.769
N -0.83 2.21 1.40 0.876
O 0.16 2.01 0.60 -0.678
O -1.75 1.32 1.38 -0.840
N 4.52 0.51 5.58 0.030
C 4.97 0.74 6.86 0.719
C 6.24 0.78 7.43 -1.061
C 6.31 1.04 8.78 -0.405
C 5.15 1.25 9.55 -0.476
C 3.89 1.21 8.98 -0.731
C 3.80 0.94 7.61 0.528
N 2.69 0.83 6.80 -0.661
C 3.15 0.58 5.61 -0.408
C 2.31 0.36 4.42 1.228
C 0.94 0.27 4.57 -0.708
C 0.16 0.03 3.45 -0.504
N 0.66 -0.12 2.22 0.433
C 1.98 -0.01 2.09 -0.402
C 2.84 0.23 3.14 -1.260
H 5.09 0.30 4.78 0.146
H 7.13 0.62 6.84 0.378
H 7.27 1.08 9.27 0.381
H 5.25 1.45 10.61 0.381
H 2.99 1.37 9.56 0.430
H 0.49 0.38 5.55 0.537
H -0.92 -0.04 3.54 0.539
H 2.37 -0.12 1.08 0.349
H 3.90 0.31 2.95 0.326
```

Output
* charge: 0
* energy relative to the best compared isomer or geometry (same formula, charge and spin): 17.4 kcal per mole

(4)
Computed, not measured: a 11-piece molecular cluster, C68H69F20N11O6P2S overall, with ωB97M-V/def2-TZVPD.

```
177
Properties=species:S:1:pos:R:3:mulliken_charge:R:1
C -1.23 -2.25 -4.14 -0.650
C -0.52 -3.60 -3.59 -0.488
C 0.62 -3.32 -2.48 2.249
P 1.68 -1.78 -2.82 -0.379
P 1.12 -0.01 -1.74 0.720
O 2.31 0.98 -1.88 -0.675
O -0.22 0.85 -2.38 -0.216
O 0.86 -0.16 -0.07 -0.123
C -0.06 -3.36 -1.03 0.587
C -1.54 -2.79 -0.91 -1.922
N -1.69 -1.32 -1.03 -0.132
C -0.10 -4.80 -0.30 -0.675
C 0.87 -4.75 1.00 -0.694
C 0.30 -3.83 2.17 -1.052
C 1.34 -2.72 2.68 0.845
F 0.57 -1.57 3.00 -0.192
F 2.23 -2.30 1.65 -0.350
C 2.29 -3.21 3.88 0.460
F 3.61 -2.83 3.63 -0.280
F 2.30 -4.64 3.76 -0.322
C 1.75 -2.92 5.34 0.496
F 0.36 -3.15 5.33 -0.226
F 2.26 -3.99 6.15 -0.183
C 2.21 -1.60 6.07 0.666
F 3.59 -1.35 6.04 -0.278
F 1.93 -1.82 7.45 -0.334
C 1.46 -0.25 5.71 0.377
F 1.59 0.57 6.87 -0.318
F 0.08 -0.34 5.51 -0.142
C 2.08 0.63 4.53 0.756
F 2.84 1.70 5.02 -0.247
F 1.02 1.19 3.80 -0.201
F 2.88 -0.05 3.63 -0.200
S 0.43 -6.24 -1.30 1.359
O 1.54 -7.06 -0.72 -0.708
O -0.76 -7.16 -1.43 -0.798
O 0.83 -5.74 -2.83 -0.055
C 1.68 -4.55 -2.61 -0.806
C 2.70 -4.53 -3.79 -0.105
F 2.25 -3.95 -5.01 -0.294
F 2.89 -5.91 -4.15 -0.319
C 4.17 -3.97 -3.56 0.769
F 5.05 -4.81 -4.30 -0.298
F 4.40 -2.68 -4.13 -0.234
C 4.75 -3.95 -2.09 0.523
F 6.13 -3.68 -2.19 -0.275
F 4.68 -5.27 -1.60 -0.259
F 4.15 -3.05 -1.22 -0.160
H -2.34 -2.47 -4.32 0.278
H -1.04 -1.34 -3.50 -0.256
H -0.81 -2.00 -5.18 0.321
H -0.15 -4.13 -4.53 0.370
H -1.29 -4.33 -3.14 0.335
H 1.39 -1.47 -4.21 0.016
H -0.42 1.52 -1.69 0.214
H 1.77 -0.07 0.32 0.172
H 0.60 -2.71 -0.35 -0.371
H -2.31 -3.28 -1.59 0.317
H -1.90 -3.06 0.15 0.483
H -2.66 -1.04 -1.24 0.226
H -1.52 -0.94 -0.08 0.133
H -1.13 -5.06 0.13 0.804
H 0.85 -5.83 1.41 0.680
H 1.95 -4.56 0.71 0.150
H -0.06 -4.51 3.02 0.562
H -0.63 -3.24 1.86 0.133
H 2.23 -4.78 -1.64 0.301
N -4.33 0.36 3.21 -0.453
C -3.21 -0.06 3.82 -0.329
C -2.98 0.06 5.18 -0.216
C -3.97 0.64 5.96 -0.615
C -5.14 1.08 5.36 -0.249
C -5.27 0.92 3.99 -0.331
H -2.47 -0.50 3.17 0.617
H -2.06 -0.29 5.62 0.472
H -3.83 0.75 7.03 0.383
H -5.93 1.54 5.94 0.369
H -6.17 1.24 3.47 0.351
N 3.91 -7.13 8.46 -0.498
C 3.76 -5.81 8.30 -0.437
C 4.20 -4.86 9.21 -0.308
C 4.83 -5.31 10.36 -0.464
C 5.01 -6.67 10.55 -0.321
C 4.53 -7.54 9.58 -0.261
H 3.25 -5.51 7.39 0.849
H 4.05 -3.81 9.03 0.333
H 5.19 -4.60 11.10 0.378
H 5.50 -7.05 11.44 0.357
H 4.65 -8.61 9.68 0.376
N -1.47 -8.27 -6.15 -0.588
C -0.33 -7.95 -5.53 -0.466
C 0.39 -8.82 -4.72 -0.022
C -0.11 -10.11 -4.54 -0.674
C -1.30 -10.46 -5.17 -0.108
C -1.93 -9.52 -5.96 -0.277
H 0.02 -6.94 -5.70 0.472
H 1.31 -8.51 -4.25 0.412
H 0.42 -10.82 -3.92 0.375
H -1.72 -11.45 -5.05 0.487
H -2.86 -9.75 -6.47 0.413
N 1.92 6.53 2.05 -0.463
C 3.05 6.87 2.67 -0.150
C 3.76 6.03 3.50 -0.625
C 3.26 4.75 3.72 -0.031
C 2.09 4.37 3.09 -0.104
C 1.46 5.29 2.27 -0.509
H 3.40 7.88 2.47 0.341
H 4.68 6.36 3.98 0.376
H 3.79 4.06 4.37 0.419
H 1.67 3.38 3.23 0.268
H 0.54 5.04 1.75 0.378
N -4.10 0.04 -3.59 -0.369
C -3.18 1.02 -3.61 0.198
C -3.41 2.30 -3.13 -0.703
C -4.66 2.59 -2.60 -0.447
C -5.63 1.59 -2.57 -0.426
C -5.30 0.34 -3.07 -0.363
H -2.22 0.75 -4.04 0.487
H -2.63 3.05 -3.17 0.500
H -4.88 3.58 -2.22 0.395
H -6.61 1.78 -2.16 0.400
H -6.02 -0.47 -3.07 0.381
N 0.45 10.10 3.38 -0.541
C -0.15 11.30 3.47 -0.352
C -1.02 11.80 2.51 -0.333
C -1.29 11.02 1.39 -0.387
C -0.68 9.78 1.27 -0.542
C 0.18 9.37 2.28 -0.179
H 0.09 11.87 4.36 0.460
H -1.48 12.77 2.64 0.370
H -1.96 11.37 0.62 0.450
H -0.86 9.15 0.41 0.634
H 0.68 8.40 2.24 0.463
N -3.80 -12.73 -5.73 -0.255
C -3.97 -12.69 -7.06 -0.072
C -5.08 -13.19 -7.71 -0.687
C -6.08 -13.79 -6.95 -0.072
C -5.93 -13.85 -5.58 -0.566
C -4.78 -13.31 -5.02 -0.204
H -3.16 -12.21 -7.61 0.389
H -5.16 -13.13 -8.79 0.350
H -6.96 -14.20 -7.43 0.362
H -6.68 -14.31 -4.95 0.354
H -4.62 -13.33 -3.94 0.361
N -1.95 9.71 -2.00 -0.332
C -2.84 9.91 -2.98 -0.223
C -2.51 10.30 -4.26 -0.468
C -1.17 10.50 -4.56 -0.141
C -0.22 10.30 -3.56 -0.747
C -0.66 9.91 -2.31 0.090
H -3.88 9.74 -2.70 0.381
H -3.27 10.45 -5.01 0.351
H -0.86 10.81 -5.55 0.370
H 0.83 10.45 -3.76 0.353
H 0.05 9.73 -1.50 0.361
N -0.30 1.16 -5.35 0.023
C -1.20 1.37 -6.31 -0.226
C -0.88 1.81 -7.59 -0.815
C 0.45 2.05 -7.88 -0.117
C 1.41 1.83 -6.90 -0.886
C 0.99 1.39 -5.66 -0.018
H -2.23 1.18 -6.03 0.436
H -1.66 1.96 -8.33 0.391
H 0.74 2.39 -8.87 0.385
H 2.46 2.01 -7.10 0.402
H 1.70 1.21 -4.86 0.357
N 2.09 17.11 5.10 -0.547
C 1.01 16.33 5.10 -0.380
C 1.04 14.96 4.86 -0.109
C 2.28 14.38 4.61 -0.006
C 3.41 15.17 4.61 -0.530
C 3.27 16.52 4.86 -0.164
H 0.07 16.83 5.30 0.344
H 0.14 14.37 4.88 0.300
H 2.35 13.31 4.42 0.399
H 4.39 14.74 4.41 0.355
H 4.13 17.18 4.87 0.346
```

Output
* DFT total energy: -184067.878 eV
* charge: 0

(5)
Computed, not measured: a 5-piece molecular cluster, C3H16O4S overall, with ωB97M-V/def2-TZVPD.

```
24
Properties=species:S:1:pos:R:3:nbo_charge:R:1
C 1.96 -1.29 -1.90 -0.622
C 1.24 0.01 -1.49 -0.532
S 0.51 0.80 -2.96 0.165
C 0.09 2.45 -2.34 -0.741
H 1.50 -2.24 -1.66 0.215
H 2.92 -1.29 -1.38 0.210
H 2.13 -1.27 -2.98 0.217
H 2.00 0.61 -1.00 0.213
H 0.40 -0.17 -0.81 0.219
H -0.18 2.37 -1.29 0.221
H 0.92 3.11 -2.38 0.207
H -0.67 2.88 -2.98 0.226
H -2.67 0.37 3.00 0.494
H -1.78 -0.39 4.04 0.470
O -1.78 0.27 3.35 -0.963
H 1.36 0.93 3.26 0.471
H 0.54 0.13 2.27 0.474
O 1.39 0.60 2.36 -0.947
H -3.03 -1.39 0.25 0.480
H -3.90 -0.37 -0.54 0.475
O -3.51 -0.56 0.31 -0.955
H 0.90 -1.74 1.33 0.478
H -0.33 -1.78 2.22 0.466
O -0.01 -2.04 1.35 -0.941
```

Output
* charge: 0
* energy relative to the best compared isomer or geometry (same formula, charge and spin): 26.6 kcal per mole

Which of these has the highest charge?
CHLiO2Yb

Among the records above, which one has the highest charge?
CHLiO2Yb